1.
ORCA calculation (the ωB97M-V functional and the def2-TZVPD basis) on an isolated molecule of C6H12O.

Structure (XYZ):
```
19
Properties=species:S:1:pos:R:3:lowdin_charge:R:1
O 0.341 -0.636 1.419 -0.155
C 0.776 -0.481 0.094 -0.318
C -0.698 -1.523 1.726 -0.104
C 0.734 0.998 -0.397 -0.290
C 0.199 0.450 -1.744 -0.133
C -0.029 -0.966 -1.133 -0.109
C -0.185 1.932 0.395 -0.063
H -1.534 -1.476 1.016 0.076
H -0.352 -2.564 1.794 0.090
H -1.087 -1.192 -0.963 0.095
H 1.802 -0.866 0.002 0.147
H 0.056 1.885 1.463 0.076
H 0.951 0.460 -2.537 0.103
H -1.243 1.664 0.286 0.080
H -0.081 2.979 0.079 0.076
H 1.732 1.452 -0.447 0.130
H 0.403 -1.832 -1.656 0.107
H -1.069 -1.209 2.705 0.090
H -0.716 0.927 -2.102 0.102
```

Summary:
Multiplicity   1
Structure (SMILES)   CO[C@H]1CC[C@H]1C

---

2.
ORCA calculation (the ωB97M-V functional and the def2-TZVPD basis) on an isolated molecule of C6H12O.

Structure (XYZ):
```
19
Properties=species:S:1:pos:R:3:lowdin_charge:R:1
O 1.177 -0.879 0.333 -0.160
C -1.365 1.218 -0.008 -0.134
C 0.173 1.446 -0.120 -0.111
C 0.354 0.177 0.745 -0.323
C 2.376 -0.599 -0.332 -0.102
C -1.448 -1.391 -0.295 -0.065
C -1.155 -0.190 0.607 -0.289
H 2.740 -1.567 -0.686 0.091
H 0.584 0.476 1.780 0.149
H -0.907 -2.274 0.061 0.076
H 0.547 1.367 -1.146 0.100
H 0.588 2.370 0.310 0.107
H -2.517 -1.642 -0.316 0.077
H -1.650 -0.346 1.574 0.131
H -1.852 1.913 0.680 0.102
H 2.234 0.056 -1.203 0.079
H -1.887 1.230 -0.967 0.103
H 3.138 -0.151 0.324 0.090
H -1.131 -1.213 -1.329 0.081
```

Summary:
Multiplicity   1
Structure (SMILES)   CO[C@H]1CC[C@H]1C

---

3.
ORCA calculation (the ωB97M-V functional and the def2-TZVPD basis) on a structure of composition C6H12O.

Structure (XYZ):
```
19
Properties=species:S:1:pos:R:3:lowdin_charge:R:1
O -1.001 -0.371 -0.538 -0.048
C 1.899 -1.267 -0.089 -0.097
C 1.134 -0.009 0.384 -0.523
C -0.221 -0.059 0.596 -0.288
C -3.118 0.184 0.114 0.014
C 1.493 1.208 -0.546 -0.133
C -2.280 -0.504 -0.488 -0.346
H -2.561 -1.336 -0.972 0.094
H 3.142 -1.010 -0.045 0.131
H 1.519 -2.000 0.593 0.033
H -0.549 -0.917 1.349 0.184
H 1.619 -1.459 -1.422 0.179
H 2.759 1.459 -0.542 0.133
H -4.181 0.230 0.218 0.041
H -0.538 0.757 1.014 0.053
H -2.875 1.352 0.575 0.146
H 1.655 0.527 1.517 0.228
H 0.929 2.082 0.001 0.088
H 1.175 1.133 -1.719 0.112
```

Summary:
Multiplicity   1

---

4.
ORCA calculation (the ωB97M-V functional and the def2-TZVPD basis) on an isolated molecule of C6H12O.

Structure (XYZ):
```
19
Properties=species:S:1:pos:R:3:lowdin_charge:R:1
O -1.029 -2.036 -0.440 -0.014
C 1.649 0.647 -0.048 -0.036
C -0.880 0.717 0.445 -0.201
C 0.537 -1.253 1.284 -0.047
C 0.391 -0.104 0.321 -0.453
C -1.284 1.419 -0.848 -0.095
C 0.258 -1.529 -0.154 -0.303
H -1.235 -1.963 -1.379 0.095
H 1.551 1.145 -1.019 0.077
H -0.271 -1.500 1.958 0.113
H -0.536 2.156 -1.160 0.066
H -1.696 0.064 0.775 0.111
H 1.536 -1.465 1.672 0.111
H -0.728 1.456 1.243 0.119
H 1.869 1.405 0.712 0.087
H -2.237 1.945 -0.726 0.071
H 2.510 -0.028 -0.107 0.084
H 1.099 -2.034 -0.602 0.140
H -1.402 0.698 -1.665 0.074
```

Summary:
Multiplicity   1
Structure (SMILES)   CC[C@@]1(C)C[C@H]1O

---

5.
ORCA calculation (the ωB97M-V functional and the def2-TZVPD basis) on an isolated molecule of C6H12O.

Structure (XYZ):
```
19
Properties=species:S:1:pos:R:3:lowdin_charge:R:1
O -2.170 -0.486 1.016 0.042
C 1.275 0.675 -1.323 -0.107
C -1.055 -1.004 0.425 -0.440
C 0.525 0.831 1.102 -0.209
C -1.073 -1.638 -0.749 0.038
C 0.390 1.412 -0.306 -0.258
C 0.182 -0.671 1.205 -0.146
H 0.043 -0.938 2.259 0.120
H 1.904 1.359 -1.901 0.067
H 1.949 -0.038 -0.832 0.068
H -0.174 -2.082 -1.157 0.063
H -1.983 -1.722 -1.340 0.063
H 0.640 2.479 -0.261 0.102
H -2.932 -0.706 0.463 0.109
H 0.648 0.083 -1.996 0.057
H -0.097 1.398 1.803 0.109
H 1.011 -1.276 0.823 0.109
H 1.571 0.961 1.407 0.111
H -0.654 1.364 -0.638 0.101
```

Summary:
Multiplicity   1
Structure (SMILES)   C=C(O)CCCC

---

6.
ORCA calculation (the ωB97M-V functional and the def2-TZVPD basis) on a cluster of 2 separate species, C6H12O in total.

Structure (XYZ):
```
19
Properties=species:S:1:pos:R:3:lowdin_charge:R:1
O 1.965 -1.658 0.410 0.028
C -0.965 -0.262 -0.685 -0.195
C 2.233 0.550 -0.500 -0.058
C -0.713 1.171 1.215 -0.106
C -1.978 -1.242 -1.154 -0.091
C -0.641 -0.184 0.600 -0.243
C 1.937 -0.463 0.578 -0.368
H 1.927 0.179 -1.479 0.082
H -0.726 -1.063 1.241 0.121
H 1.803 -0.029 1.594 0.119
H -0.733 0.589 -1.328 0.113
H -0.458 1.157 2.265 0.068
H 1.786 1.530 -0.303 0.065
H -2.770 -0.629 -1.606 0.083
H -0.150 1.934 0.678 0.069
H -2.414 -1.726 -0.274 0.077
H 3.321 0.679 -0.501 0.085
H -1.771 1.449 1.131 0.085
H -1.655 -1.981 -1.882 0.068
```

Summary:
Multiplicity   1
Structure (SMILES)   C/C=C/C.CC=O

---

7.
ORCA calculation (the ωB97M-V functional and the def2-TZVPD basis) on an isolated molecule of C6H12O.

Structure (XYZ):
```
19
Properties=species:S:1:pos:R:3:lowdin_charge:R:1
O 2.101 1.127 1.373 -0.002
C 2.384 0.969 0.090 -0.071
C -0.449 -0.481 0.224 -0.450
C 1.148 1.351 -0.680 -0.231
C 0.397 0.026 -0.952 -0.198
C -1.683 0.393 0.457 -0.079
C -0.860 -1.935 -0.011 -0.087
H 2.867 0.813 1.877 0.102
H 0.017 -2.581 -0.135 0.077
H -2.284 0.008 1.288 0.077
H -1.473 -2.025 -0.917 0.082
H -0.248 0.148 -1.832 0.119
H 0.168 -0.444 1.133 0.121
H -2.319 0.408 -0.438 0.084
H 1.142 -0.737 -1.219 0.108
H 1.455 1.791 -1.635 0.103
H 0.504 2.064 -0.146 0.100
H -1.449 -2.321 0.829 0.076
H -1.416 1.429 0.694 0.068
```

Summary:
Multiplicity   1

---

8.
ORCA calculation (the ωB97M-V functional and the def2-TZVPD basis) on a cluster of 2 separate species, C6H12O in total.

Structure (XYZ):
```
19
Properties=species:S:1:pos:R:3:lowdin_charge:R:1
O -0.314 1.167 -1.553 -0.015
C 0.639 1.110 -0.496 -0.241
C -1.809 1.053 0.446 -0.036
C 1.254 -0.469 1.297 0.039
C 1.255 -1.288 -1.065 -0.064
C 1.035 -0.250 0.001 -0.346
C -0.683 1.720 -0.295 -0.298
H -2.774 1.436 0.098 0.081
H 1.603 -1.435 1.656 0.066
H -0.719 2.812 -0.301 0.139
H -1.790 -0.026 0.283 0.042
H -0.975 -2.057 0.663 0.024
H 1.109 0.308 2.045 0.071
H 2.132 -1.028 -1.671 0.088
H -1.521 -2.484 0.394 0.060
H 0.397 -1.326 -1.744 0.080
H -1.736 1.246 1.522 0.085
H 1.481 1.790 -0.646 0.151
H 1.416 -2.281 -0.634 0.075
```

Summary:
Multiplicity   1
Structure (SMILES)   C=C(C)[C@H]1O[C@H]1C.[H][H]

---

9.
ORCA calculation (the ωB97M-V functional and the def2-TZVPD basis) on a cluster of 2 separate species, C6H12O in total.

Structure (XYZ):
```
19
Properties=species:S:1:pos:R:3:lowdin_charge:R:1
O 0.703 -0.561 1.667 0.040
C -0.563 -1.156 -0.889 -0.144
C 0.245 1.780 1.649 -0.010
C 0.220 0.379 1.070 -0.446
C 0.629 -0.921 -1.844 -0.158
C 0.730 0.546 -1.368 -0.125
C -0.383 0.262 -0.309 -0.251
H -1.522 -1.291 -1.396 0.108
H -0.429 -1.961 -0.163 0.083
H 0.436 1.287 -2.114 0.106
H -1.253 0.923 -0.390 0.142
H 1.144 1.928 2.249 0.086
H 1.700 0.840 -0.950 0.113
H -0.621 1.883 2.313 0.092
H -1.204 -1.881 2.069 0.026
H 1.504 -1.525 -1.594 0.106
H 0.421 -1.044 -2.910 0.100
H 0.173 2.552 0.877 0.082
H -1.930 -2.039 2.033 0.052
```

Summary:
Multiplicity   1
Structure (SMILES)   CC(=O)C1CCC1.[H][H]

---

10.
ORCA calculation (the ωB97M-V functional and the def2-TZVPD basis) on a cluster of 2 separate species, C6H12O in total.

Structure (XYZ):
```
19
Properties=species:S:1:pos:R:3:lowdin_charge:R:1
O -1.163 1.173 2.825 -0.054
C -0.707 -0.788 -0.710 -0.123
C -1.707 -0.379 -1.739 -0.090
C 1.311 -0.597 0.700 -0.162
C 0.376 1.454 -0.332 -0.049
C 0.202 -0.026 -0.107 -0.342
C 2.110 -1.550 0.246 0.019
H 1.396 1.696 -0.593 0.081
H 2.982 -1.907 0.788 0.057
H -1.377 -0.655 -2.744 0.081
H -0.746 -1.829 -0.421 0.108
H 1.936 -2.007 -0.720 0.063
H -0.289 1.867 -1.086 0.067
H -1.806 0.703 -1.818 0.059
H -2.700 -0.803 -1.579 0.074
H -0.240 1.048 3.067 0.027
H -1.223 0.763 1.953 0.012
H 1.494 -0.163 1.677 0.096
H 0.152 2.001 0.593 0.075
```

Summary:
Multiplicity   1
Structure (SMILES)   C=C/C(C)=C/C.O

---

no.,HOMO level (Eh),gap between HOMO and LUMO (eV),E_LUMO (eV)
1,-0.339,10.32,1.08
2,-0.343,10.43,1.10
3,-0.338,10.10,0.89
4,-0.347,10.34,0.90
5,-0.325,9.77,0.92
6,-0.319,9.61,0.94
7,-0.314,9.45,0.92
8,-0.352,10.66,1.09
9,-0.351,10.58,1.03
10,-0.336,10.03,0.88